# 1
The following is a DFT calculation (wB97M-V/def2-TZVPD) of C5H12N4 as an isolated structure at a distorted geometry.

Values from the calculation:
Kohn-Sham gap (spin up / spin down) ... 8.11 / 8.11 eV
Spin multiplicity ... 1
Energy above the lowest of the compared OMol25 structures with the same formula, charge and spin ... 435.75 kJ/mol
HOMO (spin up / spin down) ... -7.97 / -7.97 eV

```
21
Properties=species:S:1:pos:R:3:forces:R:3:lowdin_charge:R:1
N 0.424 1.065 0.031 0.7 -2.3 -1.4 0.10
N -0.791 -0.656 -0.357 -1.4 0.0 -0.6 -0.03
C -1.981 1.532 0.159 0.1 0.0 -0.2 -0.05
N -1.595 -0.786 -1.282 0.3 0.6 0.8 0.14
H 1.032 1.506 0.710 0.2 -0.3 0.0 0.10
C -0.827 0.623 0.545 -0.9 -0.5 -1.2 -0.64
C 1.602 -1.409 0.360 0.2 -0.2 0.3 -0.09
H 2.580 -1.150 0.766 0.1 0.1 0.0 0.08
H -1.424 -0.511 2.181 -0.2 0.1 -0.2 0.08
H 0.942 -1.638 1.196 -0.1 0.3 -0.1 0.06
H -1.214 -1.507 -1.920 -0.1 -0.1 0.3 0.08
C 1.765 -0.196 -1.769 -0.4 0.9 0.5 0.00
H 2.772 -0.563 -1.889 -0.2 -1.1 -0.2 0.05
H 1.514 0.602 -2.454 -0.2 0.2 0.1 0.04
H 0.021 0.205 2.379 0.1 0.0 -0.3 0.07
H -1.931 1.778 -0.898 0.0 -0.1 -0.1 0.07
H -2.933 1.044 0.366 -0.1 0.1 0.1 0.07
N -0.883 0.309 1.938 0.3 -0.3 0.8 0.10
H -1.891 2.462 0.719 -0.1 -0.1 0.1 0.08
C 1.108 -0.360 -0.603 1.6 2.7 1.2 -0.38
H 1.708 -2.350 -0.181 0.1 0.0 -0.1 0.08
```
Positions in Å, forces in eV/Å.

***

# 2
The following is a DFT calculation (wB97M-V/def2-TZVPD) of one molecule with the formula C2H6ClNO2S at a distorted geometry.

Values from the calculation:
Kohn-Sham gap ... 9.93 eV
Spin multiplicity ... 1
Energy above the lowest of the compared OMol25 structures with the same formula, charge and spin ... 274.84 kJ/mol
HOMO ... -9.36 eV

```
13
Properties=species:S:1:pos:R:3:forces:R:3:lowdin_charge:R:1
H -1.380 1.805 0.782 1.4 -1.3 0.0 0.11
S 1.102 1.142 0.183 -1.9 -1.6 0.3 0.95
H -0.588 0.440 1.696 -0.7 -0.8 0.2 0.06
H -1.219 -1.060 -0.336 0.4 0.6 0.4 0.06
N 1.428 -0.708 0.493 -0.7 0.6 -0.5 -0.25
C -0.788 0.813 0.705 1.1 2.9 -0.6 -0.37
H 2.082 -0.650 1.266 0.4 -0.2 -0.1 0.06
H -0.903 0.232 -1.388 -1.2 0.8 0.4 0.08
C -1.392 0.032 -0.409 0.2 -2.8 0.2 -0.66
H 1.670 -2.091 -0.906 -0.4 0.8 0.6 0.10
Cl -3.201 -0.008 -0.240 0.4 0.6 -0.6 0.53
O 1.058 1.345 -1.261 0.4 0.1 -0.4 -0.53
O 2.131 -1.292 -0.585 0.5 0.4 0.0 -0.13
```
Positions in Å, forces in eV/Å.

***

# 3
The following is a DFT calculation (wB97M-V/def2-TZVPD) of a 2-piece molecular cluster, C5H13N3O2 overall at a distorted geometry.

Values from the calculation:
SMILES string ... CCN=C(N)N.CC(=O)O
Kohn-Sham gap ... 10.07 eV
Spin multiplicity ... 1
Energy above the lowest of the compared OMol25 structures with the same formula, charge and spin ... 107.86 kJ/mol
HOMO ... -9.23 eV

```
23
Properties=species:S:1:pos:R:3:forces:R:3:lowdin_charge:R:1
H -3.465 -0.453 0.871 -0.1 0.0 0.4 0.08
N -0.504 -0.694 -0.098 0.2 2.9 0.9 0.04
H 2.122 3.527 0.843 -0.7 -0.5 -0.3 0.10
O 1.358 1.595 -1.546 0.8 0.8 -0.3 0.10
C 0.727 -1.385 -0.372 0.2 -1.0 -0.4 -0.27
H 0.581 -2.154 -1.140 0.0 0.4 -0.5 0.11
H 2.483 -2.231 0.748 0.2 0.4 -0.6 0.06
H 0.697 4.311 0.063 1.1 -0.5 -0.4 0.11
H -2.915 -2.527 -0.785 0.3 0.3 0.4 0.09
H -0.381 1.135 0.227 1.0 -0.2 -0.9 0.05
N -2.871 -0.142 0.131 2.6 0.7 -1.4 0.12
C 1.567 3.625 -0.112 1.4 1.2 -0.4 -0.02
O 0.013 2.046 0.229 0.3 0.5 -0.3 -0.01
H 1.052 -3.205 0.774 0.0 0.8 0.5 0.07
C -1.721 -0.945 -0.082 -2.4 -4.0 0.8 -0.49
H 1.181 -1.633 1.728 -0.1 -0.4 -0.1 0.08
H -2.554 0.812 0.133 -0.7 0.6 0.4 0.07
N -2.213 -2.304 -0.075 0.8 0.1 -0.6 0.10
H -1.408 -2.916 -0.161 -0.3 -0.3 -0.1 0.06
C 1.403 -2.145 0.780 -1.1 -0.5 0.8 -0.09
H 1.419 -0.629 -0.711 0.1 0.1 -0.5 0.08
H 2.359 3.966 -0.784 -0.5 0.7 -0.2 0.08
C 1.071 2.344 -0.661 -3.0 -2.0 2.6 -0.53
```
Positions in Å, forces in eV/Å.

***

# 4
The following is a DFT calculation (wB97M-V/def2-TZVPD) of C17H15ClFeO5S as an isolated structure at a distorted geometry.

Values from the calculation:
Kohn-Sham gap (spin up / spin down) ... 3.06 / 5.90 eV
⟨S²⟩ ... 6.16
Spin multiplicity ... 5
HOMO (spin up / spin down) ... 2.00 / -0.97 eV
Charge ... -2

```
40
Properties=species:S:1:pos:R:3:forces:R:3:lowdin_charge:R:1
H -0.466 -0.293 0.234 -0.3 0.2 0.1 0.06
O 1.419 1.101 1.286 -0.6 0.2 -0.9 -0.37
H 1.309 -1.188 -5.001 0.0 0.2 0.3 0.09
C -0.375 1.424 3.126 0.8 1.0 -2.8 -0.39
O 3.508 1.022 -0.601 -1.6 -1.8 -1.4 0.06
H -1.525 -2.262 -3.609 0.0 0.0 0.4 0.09
C -1.832 -0.707 -2.148 -1.0 -0.4 -0.1 -0.19
H -2.019 2.796 2.979 0.1 0.1 0.1 0.08
C -1.975 1.821 4.896 0.0 0.8 -1.4 -0.17
C -0.158 0.278 5.248 0.9 -0.1 -1.2 -0.16
C -1.323 0.893 5.712 -0.4 -0.4 1.4 -0.21
C 0.326 0.552 3.963 0.3 -1.5 1.4 -0.13
C 0.077 0.856 -2.378 0.0 1.7 1.3 -0.14
H -1.709 0.680 6.717 0.2 0.1 -0.4 0.06
C 0.629 0.420 -3.669 0.1 -0.4 -0.6 -0.18
H 1.211 0.043 3.590 -0.1 0.1 0.1 0.09
H 0.378 -0.421 5.894 0.0 0.2 -0.2 0.08
C -1.042 0.643 0.282 2.4 -1.9 3.4 -0.69
C 2.847 0.323 -1.265 2.5 2.3 0.9 -0.11
C 0.873 -0.915 -4.036 -1.0 0.0 0.5 -0.27
H -2.479 -1.009 -1.306 0.3 -0.3 -0.2 0.08
S 0.078 1.663 1.383 -0.1 -0.6 3.4 0.62
Cl -2.494 0.311 1.233 -0.6 -0.1 -0.6 0.62
H -1.144 -2.737 -1.948 0.0 0.0 -0.1 0.09
O -0.185 3.051 1.067 -0.1 0.2 -0.7 -0.37
Fe 2.255 -0.985 -2.478 -0.7 1.1 0.2 0.11
H -2.588 -0.472 -2.949 0.7 0.3 0.6 0.11
C 3.555 -2.004 -3.080 2.3 -1.1 0.8 -0.23
H 0.767 -2.945 -3.273 -0.2 0.3 -0.3 0.09
H -2.870 2.333 5.250 0.1 0.0 -0.1 0.07
C -1.008 -1.933 -2.683 -0.3 -0.2 0.6 -0.19
C 1.949 -1.996 -1.086 -0.3 -1.3 3.4 -0.23
C -1.490 2.100 3.620 -1.6 0.4 1.3 -0.19
H -1.596 1.252 -0.877 0.5 -0.6 -2.8 0.09
O 4.476 -2.736 -2.997 -1.0 0.6 -0.9 -0.02
C 0.470 -1.908 -3.069 -0.7 -0.5 -1.4 -0.29
C -1.102 0.511 -1.695 0.1 1.5 -2.5 -0.21
O 1.641 -2.438 -0.042 0.2 0.3 -1.7 0.06
H 0.900 1.216 -4.378 0.1 -0.2 0.5 0.08
H 0.709 1.659 -1.914 -1.1 -0.2 -0.5 0.10
```
Positions in Å, forces in eV/Å.

***

# 5
The following is a DFT calculation (wB97M-V/def2-TZVPD) of C26H36As2BrN4O8PPtSbSe4 as an isolated structure at a distorted geometry.

Values from the calculation:
Kohn-Sham gap ... 2.85 eV
Spin multiplicity ... 1
Energy above the lowest of the compared OMol25 structures with the same formula, charge and spin ... 263.01 kJ/mol
HOMO ... -3.11 eV
Charge ... -1

```
84
Properties=species:S:1:pos:R:3:forces:R:3:lowdin_charge:R:1
C 0.306 -2.089 -2.142 2.1 -1.0 0.4 -0.54
C -1.324 -1.050 -4.349 0.2 -0.3 -1.4 -0.56
Sb 3.147 3.941 -0.739 1.2 2.0 0.4 -0.35
Se 2.828 5.841 -2.293 -0.3 -0.8 0.2 -0.32
C 4.588 -1.191 2.515 0.2 0.1 0.1 -0.20
C 4.111 -1.015 -0.981 -0.3 0.1 -0.5 -0.30
C -4.783 -0.059 3.136 0.0 0.0 0.7 -0.04
H 6.751 -0.895 1.042 0.0 0.0 0.0 0.13
C -3.142 -0.129 1.475 0.0 0.0 3.3 -0.53
H 0.152 1.149 -3.927 0.2 -0.2 0.0 0.07
C 1.281 -3.713 -3.519 0.5 -0.3 0.0 -0.02
H -7.100 2.290 -0.985 0.0 0.1 -0.1 0.10
Pt 0.953 0.735 -0.598 0.3 -0.8 1.2 0.19
N 5.205 -1.540 -0.196 0.2 -0.3 0.0 -0.15
Se 2.197 4.417 1.490 -0.3 -0.5 -0.4 -0.21
H 1.996 -1.502 2.139 0.1 -0.1 -0.1 0.10
H 1.019 -4.209 -4.449 0.1 0.0 0.0 0.10
H 5.681 -3.097 1.088 -0.1 0.0 0.0 0.13
H 1.393 0.584 -5.063 -0.1 0.0 0.0 0.10
O -4.456 -0.118 1.765 0.7 -0.2 -0.8 -0.03
H -0.388 -3.249 0.373 0.0 0.2 -0.1 0.03
H -2.903 3.322 1.194 0.0 0.1 0.0 0.10
H -4.077 -2.310 -3.549 0.1 0.2 0.0 0.02
C -0.850 -1.241 -1.908 -1.2 0.7 -0.6 -0.30
O -4.685 2.153 0.301 0.2 -0.7 -1.0 0.10
H 3.704 -1.803 -1.621 0.0 0.1 0.0 0.08
H 3.923 -0.853 3.316 0.1 0.0 0.0 0.13
C -1.188 -2.590 0.708 -0.2 -0.1 0.2 -0.22
H 1.068 1.389 3.265 0.1 -0.1 0.1 0.12
Se 5.578 3.601 -0.417 -0.4 -0.4 -0.2 -0.26
H -3.899 -2.257 -1.774 0.0 0.1 -0.1 0.03
H 4.212 1.546 0.659 -0.1 0.1 0.0 -0.04
H 2.198 -3.131 -3.635 -0.1 0.0 0.0 0.10
H 0.247 2.742 5.466 0.0 0.1 0.1 0.09
H 4.483 -0.198 -1.612 -0.3 -0.1 0.2 0.07
H -5.890 3.525 -1.382 -0.1 -0.1 -0.1 0.10
C -2.805 -0.150 0.087 -1.0 1.2 -2.8 -0.28
H -2.759 3.255 3.677 -0.1 0.1 0.1 0.12
C 0.163 1.810 2.853 0.0 0.1 -0.1 -0.13
H 2.123 -2.640 0.773 0.0 0.1 0.1 0.07
C -2.036 2.926 1.696 0.0 0.1 -0.2 -0.08
O -5.338 1.581 -1.791 0.8 -0.5 0.9 -0.15
C 4.785 -2.640 0.654 0.2 -0.1 -0.1 -0.19
C -0.969 2.414 0.995 0.3 0.1 0.7 -0.71
O 0.187 -2.871 -3.223 -0.6 0.6 0.4 -0.03
N 3.917 -2.240 1.754 0.0 -0.3 0.3 -0.15
O -0.210 -0.621 -4.958 -1.0 -0.6 -0.3 -0.01
H -4.376 -0.923 3.672 -0.1 0.2 -0.1 0.10
H -0.609 1.204 5.484 0.0 -0.1 0.1 0.08
H -1.187 -2.536 1.797 0.0 0.0 -0.1 0.03
As -0.987 -0.781 -0.014 0.6 -0.9 -0.7 1.23
C -0.831 2.311 3.684 -0.2 0.1 -0.2 -0.25
C -6.332 2.580 -1.707 -0.3 0.4 0.2 -0.05
H -2.150 -2.976 0.371 0.1 -0.1 0.0 0.04
O 1.282 -2.155 -1.395 -1.3 -0.6 -1.1 -0.04
C -0.673 2.243 5.167 0.1 -0.1 0.0 -0.04
H -5.346 -1.566 -2.546 0.0 0.0 0.0 0.02
H 1.224 -0.226 -3.503 -0.1 0.1 -0.1 0.02
N 0.102 1.859 1.535 -0.9 0.4 -0.1 -0.06
As -3.386 0.037 -2.830 0.3 -0.2 -0.7 1.33
H -4.382 0.856 3.581 0.0 -0.1 0.0 0.10
H 4.267 -3.383 0.042 0.0 0.0 0.0 0.13
C -1.950 2.865 3.078 0.2 -0.1 0.0 -0.02
H 5.493 -1.623 2.955 -0.1 0.0 0.0 0.13
Br -0.905 2.495 -0.913 -0.2 0.6 -0.2 0.85
H -5.870 -0.054 3.186 0.1 0.0 0.0 0.10
H 6.067 0.359 -0.017 0.0 0.0 0.1 0.11
O -2.271 -0.235 2.349 -1.3 0.1 -1.2 0.04
H 1.427 -4.442 -2.719 0.0 0.0 -0.1 0.10
C 0.674 0.264 -4.312 0.5 0.6 0.4 -0.12
C -3.524 0.456 -0.927 2.3 -2.2 1.5 -0.31
C 5.824 -0.499 0.616 0.4 0.2 0.0 -0.18
O -2.166 -1.624 -5.007 0.2 0.1 0.3 0.08
Se 2.419 1.829 -2.055 0.6 0.2 -0.6 0.08
H -6.755 2.670 -2.705 0.0 0.0 0.1 0.10
C -4.538 1.441 -0.677 -2.2 2.0 0.5 -0.51
N 4.977 -0.055 1.709 0.2 -0.2 0.3 -0.14
C -4.273 -1.725 -2.652 -0.1 0.0 0.2 -0.25
C 3.834 0.685 1.220 -0.4 0.2 -0.1 -0.32
H 3.247 1.062 2.067 0.0 0.1 -0.2 0.08
C 2.616 -1.809 1.285 -0.7 0.0 -0.3 -0.30
H -1.514 2.713 5.669 0.0 0.0 0.1 0.07
C -1.593 -0.766 -2.927 0.2 -0.3 1.4 -0.31
P 2.771 -0.371 0.126 0.5 0.8 0.0 0.81
```
Positions in Å, forces in eV/Å.

***

# 6
The following is a DFT calculation (wB97M-V/def2-TZVPD) of C39H35IN5O10RbS as an isolated structure.

Values from the calculation:
Kohn-Sham gap ... 4.94 eV
Spin multiplicity ... 1
Energy above the lowest of the compared OMol25 structures with the same formula, charge and spin ... 224.11 kJ/mol
HOMO ... -1.47 eV
Charge ... -2

```
92
Properties=species:S:1:pos:R:3:forces:R:3:lowdin_charge:R:1
C -4.212 2.692 3.589 0.0 0.0 0.0 -0.19
C 4.847 0.012 -3.049 0.0 0.0 0.0 -0.05
H -0.510 1.537 6.211 0.0 0.0 0.0 0.07
C -1.942 2.822 -2.295 -0.1 -0.2 0.0 0.06
H -4.506 -0.072 -1.343 0.0 -0.1 0.0 0.11
H 5.787 0.055 -3.597 0.0 0.0 0.0 0.06
O -1.741 10.253 -1.541 -0.1 0.1 -0.2 0.01
H -3.242 4.167 -4.203 0.0 0.0 0.0 0.11
O 1.565 -4.358 -2.580 0.0 0.0 0.0 0.08
H -4.507 3.410 4.358 0.0 0.0 0.0 0.11
H -2.998 6.575 -4.730 0.0 0.0 0.0 0.10
H -0.352 1.189 4.492 0.0 0.0 0.0 0.07
C -2.063 3.904 3.413 0.0 0.0 0.0 -0.45
H -4.351 4.148 1.982 0.0 0.0 0.0 0.08
O -4.128 -0.169 -2.230 0.0 0.0 0.0 0.04
C -2.018 1.651 -2.024 0.1 0.2 0.0 -0.11
H -0.094 6.960 -1.614 0.0 0.0 0.0 0.11
C -0.523 -3.265 -2.064 0.1 0.0 0.0 -0.26
C 4.150 -3.619 1.277 0.0 0.0 0.0 -0.08
H 4.815 0.040 3.246 0.0 0.0 0.0 0.06
C 3.148 0.596 1.660 0.0 0.0 0.1 -0.13
S -1.361 8.646 -3.582 0.3 0.1 0.0 0.96
H 4.432 -0.998 -3.085 0.0 0.0 0.0 0.08
C -2.821 -0.559 -2.108 0.2 -0.1 -0.2 -0.33
H -4.032 9.302 -1.021 0.0 0.0 0.0 0.08
C -0.924 5.004 -1.873 0.0 0.0 -0.1 0.00
C 1.869 -4.019 1.895 -0.1 0.0 0.0 -0.17
H 1.045 -4.699 2.065 0.0 0.0 0.0 0.09
H -3.289 -5.013 -2.894 0.0 0.0 0.0 0.09
I -0.229 -1.976 2.593 0.0 0.1 0.0 1.00
C -1.535 6.920 -3.202 -0.2 -0.1 -0.2 -0.58
H 5.144 2.356 2.724 0.0 0.0 0.0 0.12
H -2.758 1.109 5.213 0.0 0.0 0.0 0.12
O -1.951 0.445 -1.591 -0.4 0.1 0.0 -0.07
O 2.762 0.158 -1.218 0.3 -0.2 0.0 -0.22
H -3.598 7.751 -1.798 0.0 0.0 0.0 0.08
O 5.682 0.451 3.347 0.0 0.0 0.0 -0.07
H 4.768 -1.573 1.230 0.0 0.0 0.0 0.11
C -1.813 4.202 -2.603 0.0 0.1 0.0 -0.22
C -2.421 6.129 -3.930 0.1 0.1 0.0 -0.12
C -0.754 1.904 5.213 0.1 0.0 0.0 -0.07
H 0.890 -4.673 -3.198 0.0 0.0 0.0 0.08
C 1.668 -2.656 2.049 0.1 -0.1 0.0 -0.65
N 2.489 -0.397 2.123 0.1 0.2 0.1 0.05
H 3.255 -5.569 1.391 0.0 0.0 0.0 0.09
N -1.282 1.677 1.726 -0.1 0.2 0.1 0.10
C -3.628 8.834 -1.916 0.1 -0.1 0.1 -0.06
H 5.122 -3.986 0.970 0.0 0.0 0.0 0.10
C -2.685 2.543 3.647 0.0 0.0 0.0 -0.32
H 6.817 1.860 2.460 0.0 0.0 0.0 0.11
O -2.803 0.367 2.753 0.0 0.0 0.0 -0.01
C 5.471 1.134 0.981 0.0 -0.1 0.0 -0.19
C -4.712 3.146 2.223 0.0 0.0 0.0 -0.08
C 5.068 0.433 -1.628 0.0 0.0 0.1 -0.27
H -0.841 -5.390 -2.381 0.0 0.0 0.0 0.08
C -2.559 4.785 -3.637 0.1 0.0 0.1 -0.03
H -2.650 2.785 5.779 0.0 0.0 0.0 0.12
H 2.908 1.536 2.171 0.0 0.0 -0.1 0.13
C -2.245 9.369 -2.177 0.0 0.0 0.2 -0.73
C -2.243 1.458 2.642 0.0 -0.2 0.0 -0.50
C 5.781 1.521 2.403 0.0 0.0 0.0 -0.21
C 3.909 0.394 -0.753 0.2 0.2 0.0 -0.38
H 7.468 1.496 0.295 0.0 0.0 0.0 0.09
H -4.259 9.047 -2.779 0.0 0.0 0.0 0.08
C 0.959 -3.417 -1.796 0.0 0.0 0.0 -0.44
C 2.707 -1.752 1.799 0.0 0.1 0.1 -0.33
H -5.803 3.171 2.192 0.0 0.0 0.0 0.07
Rb 0.395 0.304 -0.166 -0.2 -0.3 -0.1 0.88
O 0.195 3.144 0.811 0.0 0.0 0.0 -0.05
C -1.264 -4.395 -2.404 0.0 0.1 0.0 -0.10
C 6.465 1.179 0.027 0.0 0.0 0.1 -0.16
H -0.230 2.852 5.073 0.0 0.0 0.0 0.08
C -2.319 -1.813 -2.198 -0.1 0.1 0.0 -0.22
C 3.953 -2.257 1.416 -0.1 -0.1 0.0 0.00
H -0.653 4.833 2.278 0.0 0.0 0.0 0.15
C -0.785 6.346 -2.179 0.0 0.1 0.0 -0.09
C -3.172 -2.932 -2.556 0.0 -0.1 0.0 -0.04
H -4.372 2.468 1.437 0.0 0.0 0.0 0.08
H -4.636 1.718 3.840 0.0 0.0 0.0 0.11
C -0.701 2.877 1.615 0.0 0.0 0.0 -0.57
H 4.103 0.654 -3.527 0.0 0.0 0.0 0.07
C -2.643 -4.177 -2.642 0.0 0.0 0.0 -0.13
N -1.106 3.949 2.454 0.0 0.0 0.0 0.21
C -2.260 2.068 5.052 -0.1 0.0 0.0 -0.18
O -2.379 4.895 4.053 0.0 0.0 0.0 0.06
H -4.220 -2.752 -2.754 0.0 0.0 0.0 0.09
C 3.109 -4.503 1.512 0.0 0.0 0.0 -0.10
N 6.269 0.811 -1.254 0.0 0.0 0.0 0.08
O 1.594 -2.810 -0.987 -0.1 0.0 0.0 0.12
C 4.191 0.686 0.614 0.1 0.0 0.0 -0.12
H -0.345 4.551 -1.076 0.0 0.0 0.0 0.10
N -0.969 -2.032 -1.948 -0.1 0.0 0.0 0.13
```
Positions in Å, forces in eV/Å.